DFT (the ωB97M-V functional and the def2-TZVPD basis) results for a molecular structure, C24H23F6N8O9RuS5.

The calculation puts the total energy at -4728.7412 Eh. As for the gap between HOMO and LUMO (alpha / beta): 8.279 / 7.329 eV. For the HOMO energy (alpha / beta), the calculation gives -8.639 / -8.837 eV. The energy above the lowest of the compared OMol25 structures with the same formula, charge and spin is 72.3 kJ/mol.

```
! wB97M-V def2-TZVPD RIJCOSX def2/J DEFGRID3
* xyz 0 2
Ru 0.29 -0.27 -0.04
N -3.20 -0.86 -0.67
C -2.31 -1.85 -0.82
N -1.00 -1.76 -0.64
C -0.38 -2.99 -0.85
C -1.20 -3.99 -1.23
S -2.82 -3.42 -1.32
C 1.06 -3.03 -0.65
C 1.93 -4.02 -0.90
S 3.54 -3.49 -0.55
C 2.94 -1.93 -0.10
N 1.62 -1.85 -0.17
N 3.74 -0.92 0.23
H -3.02 -0.14 0.04
H -4.17 -1.11 -0.75
H -0.94 -5.01 -1.45
H 1.74 -5.00 -1.30
H 4.74 -1.02 0.23
H 3.34 -0.13 0.72
C -1.14 4.45 6.14
C -0.59 3.34 5.29
C -0.46 3.49 3.91
C 0.04 2.47 3.12
C 0.42 1.29 3.73
C 0.32 1.11 5.10
C -0.19 2.14 5.87
S 1.02 -0.02 2.73
O 1.88 0.55 1.67
O 1.58 -1.03 3.58
N -0.20 -0.56 1.83
C -1.40 -1.03 2.50
C -2.60 -0.05 2.51
O -3.46 -0.25 3.35
O -2.68 0.83 1.56
H -1.42 5.31 5.54
H -0.40 4.77 6.88
H -2.02 4.11 6.69
H -0.75 4.43 3.45
H 0.17 2.61 2.06
H 0.64 0.17 5.55
H -0.28 2.01 6.94
H -1.19 -1.31 3.53
H -1.75 -1.94 1.99
O -1.02 1.30 -0.20
H -1.66 1.18 0.68
H -0.49 2.11 -0.15
F 3.80 5.44 -1.01
C 2.86 4.55 -1.26
F 1.71 5.19 -1.50
F 3.19 3.87 -2.37
S 2.59 3.38 0.16
O 1.34 2.75 -0.20
O 2.64 4.20 1.32
N 3.69 2.26 0.01
S 5.23 2.38 0.36
O 5.88 1.24 -0.24
O 5.79 3.68 0.21
C 5.33 2.00 2.17
F 4.86 0.77 2.41
F 6.61 2.04 2.54
F 4.65 2.87 2.90
N 2.23 1.10 -3.53
C 2.11 0.66 -2.26
N 0.89 0.24 -2.00
C 0.15 0.46 -3.16
C -1.20 0.27 -3.43
C -1.65 0.60 -4.70
C -0.78 1.11 -5.68
C 0.55 1.33 -5.41
C 1.00 1.00 -4.14
H 3.07 1.52 -3.90
H 2.93 0.69 -1.56
H -1.88 -0.07 -2.67
H -2.69 0.47 -4.94
H -1.18 1.36 -6.65
H 1.22 1.75 -6.15
*
```

=====

DFT (the ωB97M-V functional and the def2-TZVPD basis) results for a molecular structure, C5H11AlClNSr.

The calculation puts the total energy at -985.2028 Eh. As for the gap between HOMO and LUMO: 4.588 eV. For the HOMO energy, the calculation gives 0.440 eV. The energy above the lowest of the compared OMol25 structures with the same formula, charge and spin is 0.0 kJ/mol.

```
! wB97M-V def2-TZVPD RIJCOSX def2/J DEFGRID3
* xyz -2 1
Al 0.23 -0.31 -1.60
Cl 0.40 -2.45 -1.99
C 1.73 0.35 -0.42
C 0.30 0.29 -3.52
H 2.31 1.07 -1.02
H 1.64 0.81 0.58
H 2.41 -0.52 -0.31
H 0.18 1.37 -3.71
H -0.52 -0.20 -4.08
H 1.23 -0.05 -3.99
Sr -0.61 0.85 1.79
C -1.70 -1.08 3.11
C -1.49 0.33 -0.54
H -2.76 -1.08 2.80
H -1.25 -2.02 2.73
H -1.65 -1.10 4.21
H -2.29 -0.45 -0.45
H -2.04 1.21 -0.97
N 2.40 1.63 4.03
C 1.47 1.36 3.34
*
```

=====

DFT (the ωB97M-V functional and the def2-TZVPD basis) results for a molecular structure, C26H36N5O6PRuSe.

The calculation puts the total energy at -4575.2447 Eh. As for the gap between HOMO and LUMO (alpha / beta): 7.905 / 7.322 eV. For the HOMO energy (alpha / beta), the calculation gives -7.308 / -7.950 eV. The energy above the lowest of the compared OMol25 structures with the same formula, charge and spin is 33.4 kJ/mol.

```
! wB97M-V def2-TZVPD RIJCOSX def2/J DEFGRID3
* xyz 0 5
Ru -0.59 0.68 0.62
N -0.22 2.52 2.49
C 0.04 3.92 2.11
C 0.94 3.94 0.88
C 0.31 2.93 -0.05
O -0.90 3.06 -0.34
O 0.96 1.86 -0.33
H -1.01 2.44 3.12
H 0.58 2.11 2.95
H 0.48 4.50 2.93
H -0.92 4.37 1.84
H 1.96 3.62 1.12
H 0.96 4.93 0.43
Se 0.94 -0.46 2.31
C 2.61 -0.15 1.60
N 3.68 0.02 1.19
C 5.25 -2.34 -1.46
N 3.83 -2.64 -1.41
N 2.95 -1.59 -1.60
C 1.81 -1.77 -0.83
O 0.85 -1.00 -0.86
C 2.05 -2.97 -0.09
C 3.29 -3.43 -0.43
C 4.08 -4.54 0.16
C 3.05 -0.75 -2.74
C 3.39 -1.29 -3.98
C 3.47 -0.45 -5.08
C 3.19 0.91 -4.95
C 2.84 1.42 -3.71
C 2.78 0.60 -2.59
H 5.41 -1.51 -2.14
H 5.80 -3.21 -1.85
H 5.64 -2.07 -0.48
H 1.38 -3.40 0.64
H 3.43 -5.22 0.70
H 4.82 -4.15 0.87
H 4.61 -5.10 -0.61
H 3.58 -2.35 -4.07
H 3.74 -0.86 -6.05
H 3.24 1.56 -5.81
H 2.63 2.48 -3.60
H 2.52 0.99 -1.62
C -4.43 0.90 -0.64
O -3.54 -0.13 -1.08
P -1.98 0.10 -1.32
O -1.99 1.11 -2.55
C -0.76 1.44 -3.21
O -1.61 -1.27 -2.03
C -1.59 -2.47 -1.26
H -5.43 0.52 -0.79
H -4.29 1.80 -1.24
H -4.27 1.11 0.41
H -1.04 1.93 -4.14
H -0.19 0.54 -3.44
H -0.17 2.11 -2.59
H -0.91 -3.16 -1.75
H -2.60 -2.89 -1.23
H -1.23 -2.29 -0.24
C -3.31 2.66 2.22
C -3.58 1.37 2.94
C -4.55 1.35 3.94
C -4.88 0.20 4.62
C -4.24 -1.00 4.30
C -3.27 -1.05 3.32
C -2.57 -2.33 2.98
C -2.92 0.15 2.62
N -1.95 0.04 1.70
H -2.95 3.42 2.92
H -4.24 3.06 1.79
H -2.59 2.58 1.41
H -5.06 2.28 4.18
H -5.64 0.22 5.39
H -4.50 -1.91 4.83
H -3.00 -3.16 3.54
H -1.51 -2.27 3.20
H -2.66 -2.55 1.91
*
```

=====

DFT (the ωB97M-V functional and the def2-TZVPD basis) results for 2 unconnected molecules or ions with the total composition C2H8S2.

The calculation puts the total energy at -877.3379 Eh. As for the gap between HOMO and LUMO: 9.879 eV. For the HOMO energy, the calculation gives -9.050 eV. The energy above the lowest of the compared OMol25 structures with the same formula, charge and spin is 54.6 kJ/mol.

```
! wB97M-V def2-TZVPD RIJCOSX def2/J DEFGRID3
* xyz 0 1
C 3.62 -1.29 1.00
S 2.23 -2.24 0.29
H 3.85 -1.49 2.04
H 4.55 -1.27 0.44
H 3.21 -0.29 0.81
H 2.67 -3.51 0.50
C -3.45 1.53 -0.42
S -2.94 2.75 -1.63
H -4.34 0.97 -0.68
H -2.69 0.81 -0.10
H -3.70 2.17 0.42
H -3.02 1.87 -2.67
*
```

=====

DFT (the ωB97M-V functional and the def2-TZVPD basis) results for a molecular structure, C20H46BGaNO4.

The calculation puts the total energy at -3094.9740 Eh. As for the gap between HOMO and LUMO: 6.827 eV. For the HOMO energy, the calculation gives -3.961 eV.

```
! wB97M-V def2-TZVPD RIJCOSX def2/J DEFGRID3
* xyz -1 1
C 3.65 -2.91 0.77
C 2.59 -1.82 0.70
C 1.27 -2.23 1.38
C 0.10 -2.39 0.41
C -0.99 -3.35 0.90
C -2.02 -2.68 1.82
C -3.40 -2.54 1.17
C -4.31 -1.50 1.83
C -3.70 -0.10 1.80
C -3.81 0.58 0.43
C -2.44 0.73 -0.22
C -1.51 1.76 0.43
Ga 0.30 1.93 -0.54
C 0.92 3.84 -1.00
O 0.83 4.91 -0.02
C -0.47 5.18 0.44
C -1.51 5.35 -0.66
C 1.67 0.93 0.63
C 3.01 0.63 -0.02
O 3.23 1.41 -1.22
C 4.18 0.84 0.94
N 5.46 0.22 0.56
B 0.08 0.87 -2.40
O -0.62 1.42 -3.51
O 0.57 -0.43 -2.62
C -0.36 -1.46 -2.87
C 0.36 -2.64 -3.51
H 4.64 -2.53 0.48
H 3.41 -3.74 0.10
H 3.73 -3.31 1.78
H 2.38 -1.58 -0.35
H 2.98 -0.91 1.16
H 1.41 -3.18 1.91
H 1.01 -1.47 2.13
H 0.49 -2.74 -0.55
H -0.35 -1.41 0.23
H -1.51 -3.76 0.02
H -0.52 -4.19 1.41
H -2.13 -3.26 2.74
H -1.65 -1.69 2.11
H -3.90 -3.52 1.23
H -3.29 -2.32 0.10
H -5.26 -1.49 1.28
H -4.56 -1.81 2.85
H -2.65 -0.14 2.07
H -4.18 0.50 2.57
H -4.47 -0.02 -0.22
H -4.29 1.56 0.52
H -1.95 -0.26 -0.19
H -2.58 0.99 -1.28
H -1.30 1.44 1.46
H -2.07 2.71 0.51
H 1.99 3.76 -1.20
H 0.46 4.17 -1.94
H -0.79 4.40 1.14
H -0.39 6.12 1.01
H -1.76 4.40 -1.12
H -2.42 5.79 -0.25
H -1.12 6.00 -1.45
H 1.82 1.50 1.56
H 1.19 -0.02 0.90
H 3.04 -0.42 -0.33
H 4.04 1.91 -1.14
H 4.36 1.92 1.02
H 3.90 0.48 1.93
H 5.83 0.65 -0.28
H 5.31 -0.77 0.35
H -1.58 1.39 -3.41
H -1.17 -1.13 -3.52
H -0.80 -1.78 -1.91
H -0.33 -3.25 -4.10
H 1.16 -2.27 -4.16
H 0.81 -3.29 -2.76
*
```

=====

DFT (the ωB97M-V functional and the def2-TZVPD basis) results for 4 unconnected molecules or ions with the total composition C35H73N4O4.

The calculation puts the total energy at -1897.1379 Eh. As for the gap between HOMO and LUMO (alpha / beta): 8.981 / 8.743 eV. For the HOMO energy (alpha / beta), the calculation gives -8.334 / -8.549 eV.

```
! wB97M-V def2-TZVPD RIJCOSX def2/J DEFGRID3
* xyz 0 4
C 0.20 4.88 -1.88
C 0.34 3.65 -1.01
C 0.61 3.93 0.46
C 1.10 2.63 1.15
C 0.08 2.12 2.15
C 2.56 2.76 1.68
N 3.46 1.74 1.08
C 2.72 2.59 3.19
O 3.93 3.19 3.64
C 3.81 4.53 4.07
H 0.15 4.61 -2.93
H -0.68 5.47 -1.64
H 1.08 5.50 -1.74
H -0.55 3.02 -1.06
H 1.16 3.05 -1.40
H -0.33 4.21 0.94
H 1.31 4.74 0.59
H 1.16 1.88 0.37
H -0.89 2.15 1.67
H 0.25 1.09 2.45
H 0.00 2.74 3.03
H 3.00 3.70 1.40
H 2.99 0.83 1.15
H 3.53 1.92 0.08
H 1.89 3.02 3.75
H 2.79 1.53 3.41
H 4.61 5.12 3.63
H 2.87 4.98 3.77
H 3.92 4.57 5.15
C -1.19 -2.60 1.19
C -0.79 -1.78 -0.06
C -1.09 -2.53 -1.37
C -0.05 -3.57 -1.81
C 1.36 -3.00 -1.73
C 1.67 -2.44 -0.34
N 0.66 -1.40 0.02
O 0.89 -0.29 -0.60
C 1.72 -3.60 0.66
C 3.06 -1.81 -0.31
C -1.65 -0.53 -0.04
H -0.34 -2.97 1.76
H -1.75 -1.99 1.89
H -1.81 -3.46 0.93
H -1.17 -1.79 -2.17
H -2.07 -3.00 -1.29
H -0.14 -4.48 -1.22
H -0.26 -3.86 -2.84
H 2.09 -3.77 -1.97
H 1.48 -2.21 -2.48
H 1.91 -3.24 1.68
H 2.52 -4.28 0.39
H 0.81 -4.20 0.68
H 3.18 -1.04 -1.07
H 3.81 -2.58 -0.50
H 3.27 -1.37 0.67
H -1.39 0.10 0.81
H -2.70 -0.82 0.06
H -1.56 0.06 -0.94
C -5.25 6.30 -0.32
C -3.94 7.12 -0.10
C -4.13 8.23 0.95
C -4.77 9.53 0.44
C -4.12 9.99 -0.86
C -4.13 8.89 -1.92
N -3.46 7.66 -1.40
O -2.18 7.85 -1.37
C -5.59 8.63 -2.35
C -3.41 9.36 -3.18
C -2.94 6.12 0.48
H -5.70 6.47 -1.29
H -5.04 5.23 -0.29
H -6.00 6.52 0.44
H -3.14 8.49 1.35
H -4.71 7.83 1.78
H -5.85 9.40 0.32
H -4.64 10.30 1.20
H -4.63 10.87 -1.25
H -3.09 10.29 -0.66
H -5.64 7.83 -3.10
H -5.99 9.53 -2.81
H -6.25 8.37 -1.53
H -2.39 9.68 -2.97
H -3.94 10.20 -3.61
H -3.37 8.56 -3.92
H -2.68 5.34 -0.23
H -3.39 5.64 1.35
H -2.02 6.60 0.81
C 0.71 -9.28 1.46
C 1.08 -8.55 0.14
C 0.79 -9.41 -1.10
C 1.85 -10.45 -1.47
C 3.25 -9.84 -1.44
C 3.55 -9.16 -0.11
N 2.51 -8.12 0.18
O 2.70 -7.07 -0.55
C 3.64 -10.23 0.99
C 4.92 -8.49 -0.15
C 0.17 -7.34 0.07
H 1.57 -9.57 2.05
H 0.13 -8.63 2.12
H 0.11 -10.18 1.28
H 0.68 -8.75 -1.96
H -0.18 -9.90 -0.97
H 1.79 -11.32 -0.80
H 1.64 -10.83 -2.47
H 4.00 -10.61 -1.63
H 3.33 -9.11 -2.26
H 3.84 -9.78 1.96
H 4.47 -10.90 0.76
H 2.76 -10.85 1.07
H 5.01 -7.78 -0.98
H 5.69 -9.25 -0.28
H 5.12 -7.96 0.78
H 0.40 -6.62 0.86
H -0.86 -7.67 0.20
H 0.24 -6.82 -0.88
*
```

=====

DFT (the ωB97M-V functional and the def2-TZVPD basis) results for a molecular structure, C3H2FeO2.

The calculation puts the total energy at -1528.6584 Eh. As for the gap between HOMO and LUMO (alpha / beta): 7.793 / 7.616 eV. For the HOMO energy (alpha / beta), the calculation gives -18.445 / -20.260 eV. The energy above the lowest of the compared OMol25 structures with the same formula, charge and spin is 194.7 kJ/mol.

```
! wB97M-V def2-TZVPD RIJCOSX def2/J DEFGRID3
* xyz 2 7
H -2.47 0.45 -0.28
O 1.18 1.29 0.28
H 1.86 1.96 0.39
C -1.42 0.31 -0.04
C -0.66 -0.73 -0.01
O 0.88 -0.86 0.11
C 1.73 0.11 0.24
Fe -1.10 -2.53 -0.69
*
```

=====

DFT (the ωB97M-V functional and the def2-TZVPD basis) results for a single C5H9OP molecule.

The calculation puts the total energy at -612.4351 Eh. As for the gap between HOMO and LUMO: 9.122 eV. For the HOMO energy, the calculation gives -8.492 eV. The energy above the lowest of the compared OMol25 structures with the same formula, charge and spin is 162.2 kJ/mol.

```
! wB97M-V def2-TZVPD RIJCOSX def2/J DEFGRID3
* xyz 0 1
C -0.77 1.08 0.71
C -1.15 -0.41 0.44
C 0.58 1.24 0.04
C 0.85 2.45 -0.62
C 0.51 -2.51 -0.46
O 1.32 0.02 0.28
P 0.38 -1.45 1.03
H -1.62 1.80 0.32
H -0.64 1.12 1.75
H -2.06 -0.71 0.84
H -1.03 -0.59 -0.55
H 1.81 2.70 -1.07
H 0.13 3.27 -0.47
H 1.34 -2.01 -1.01
H -0.42 -2.49 -1.00
H 0.77 -3.50 -0.24
*
```

=====

- Among the records above, which one has the lowest total energy?
  C24H23F6N8O9RuS5

=====

- total energy of number 5 (C20H46BGaNO4)?
  -3094.9740 Eh

=====

- Which value of total energy does entry 3 give?
  -4575.2447 Eh